{"formula": "C22H47NOOsP2Si", "method": "ωB97M-V/def2-TZVPD", "s_squared": 6.050, "lumo_energy_ev": [0.55, -0.81], "homo_ev": [-5.268, -7.477], "e_tot_ha": -2059.2107, "homo_lumo_gap_ev": [5.82, 6.67], "e_above_lowest_ev": 0.730, "multiplicity": 5, "symbols": ["C", "H", "H", "H", "H", "H", "H", "H", "H", "H", "H", "Si", "C", "H", "C", "O", "H", "C", "H", "C", "C", "H", "H", "N", "P", "H", "H", "H", "H", "H", "C", "P", "H", "H", "C", "H", "H", "H", "H", "C", "C", "H", "H", "H", "C", "H", "H", "H", "H", "H", "C", "H", "H", "C", "H", "H", "H", "C", "C", "H", "Os", "H", "H", "C", "C", "H", "H", "C", "H", "C", "H", "C", "H", "C", "C"], "coordinates": [[3.044, -1.547, 0.434], [0.509, -4.425, 3.001], [-0.528, -3.580, 4.191], [0.560, -2.454, -3.941], [-0.896, -3.565, 1.214], [1.651, 4.652, 2.278], [-0.008, 2.531, 5.008], [1.274, -3.324, 4.188], [3.275, 1.662, -1.695], [-4.477, -0.451, -2.478], [-0.100, -1.644, 5.175], [-0.301, -2.642, -1.562], [0.232, 0.345, 2.347], [-2.922, 2.319, -1.741], [1.557, 3.689, 2.823], [0.090, 0.658, -2.670], [-0.883, 4.736, 2.020], [3.497, 0.994, -0.845], [-0.891, -0.171, -4.782], [-0.076, 0.433, 5.176], [0.028, 1.601, 4.458], [2.823, -2.411, -2.464], [-1.895, -2.534, 2.315], [0.472, 0.495, 0.919], [-2.524, 0.011, -1.016], [4.575, 0.751, -0.845], [-1.320, 1.545, -5.083], [2.463, 3.080, 2.614], [2.455, -2.477, 0.470], [-1.848, 3.225, 2.194], [-0.022, -0.783, 4.531], [2.430, -0.525, -0.972], [2.813, -0.865, -3.362], [-1.561, -3.321, -1.063], [3.170, -1.364, -2.446], [-3.053, -0.410, 1.321], [-0.192, 0.468, 6.253], [0.776, -3.574, -1.043], [1.583, 3.116, -3.539], [0.187, 1.585, 3.061], [-0.961, 3.776, 2.572], [4.117, -1.784, 0.325], [4.274, -1.341, -2.420], [3.244, 1.527, 0.087], [-0.481, 0.832, -4.994], [0.157, 3.279, -4.612], [-4.452, -0.855, 0.270], [-2.879, 2.190, 0.042], [-2.997, -1.922, 0.372], [-1.118, 4.007, 3.646], [-3.353, -0.879, 0.370], [1.519, 3.908, 3.911], [-4.361, 1.694, -0.855], [-3.390, -0.642, -2.514], [-1.218, -2.485, -3.923], [1.126, -2.337, 1.963], [-2.960, -0.164, -3.410], [-3.256, 1.715, -0.880], [-0.969, -2.569, 1.699], [0.049, 0.785, -5.959], [-0.044, -0.247, -0.974], [1.501, 0.891, -4.135], [0.410, 2.812, 1.255], [0.227, -2.297, 2.552], [0.480, 1.255, -3.877], [2.877, -0.996, 1.374], [-0.977, -1.775, 0.941], [0.305, 2.936, 2.351], [-3.208, -1.728, -2.580], [0.133, -0.886, 3.126], [-0.298, -4.006, -3.707], [0.374, -3.468, 3.552], [-0.071, 3.092, -2.846], [-0.316, -2.928, -3.463], [0.545, 2.779, -3.706]], "atomic_forces_ev_per_a": [[-0.04, 0.04, -0.07], [-0.12, 0.67, 0.21], [0.56, 0.07, -0.29], [-0.31, -0.16, 0.17], [-0.13, 0.61, 0.18], [-0.02, -0.49, 0.32], [0.02, 0.22, -0.15], [-0.59, -0.16, -0.17], [0.08, -0.25, 0.32], [0.48, -0.04, 0.08], [0.05, -0.37, -0.30], [-0.24, -0.14, -0.50], [0.76, 0.08, -2.00], [-0.12, -0.23, 0.33], [0.31, 0.13, 0.03], [-0.06, 0.49, -1.18], [-0.08, -0.48, 0.30], [-0.47, 0.07, 0.03], [0.26, 0.39, -0.09], [-0.05, 0.21, 0.14], [0.05, 0.10, -0.81], [0.11, 0.37, -0.02], [0.48, 0.00, -0.38], [-1.37, -0.87, 2.28], [-0.07, -0.20, 0.39], [-0.53, -0.07, -0.03], [0.26, -0.29, 0.04], [-0.46, 0.39, 0.19], [0.33, 0.32, -0.12], [0.42, 0.37, 0.27], [0.06, 0.01, -1.17], [0.16, -0.41, 0.19], [0.14, -0.19, 0.34], [0.18, 0.10, -0.19], [-0.23, 0.03, 0.06], [-0.10, -0.18, -0.33], [0.00, -0.01, 0.01], [-0.11, 0.16, -0.03], [-0.47, -0.03, 0.02], [-0.06, 0.18, 0.31], [-0.28, 0.17, -0.01], [-0.42, 0.13, 0.00], [-0.47, 0.02, 0.06], [0.04, -0.22, -0.37], [-0.17, -0.18, -0.15], [0.26, -0.07, 0.37], [0.44, 0.06, -0.01], [-0.13, -0.19, -0.36], [-0.29, 0.46, -0.06], [0.02, -0.11, -0.56], [-0.04, 0.02, -0.16], [0.07, -0.11, -0.57], [0.49, -0.13, -0.03], [0.29, -0.02, 0.04], [0.32, -0.16, 0.19], [0.25, 0.08, -0.55], [-0.16, -0.17, 0.33], [0.36, -0.06, 0.00], [-0.52, -0.25, -0.42], [-0.26, 0.13, 0.25], [0.91, 0.09, 1.41], [-0.42, 0.04, 0.10], [-0.07, -0.38, 0.67], [0.10, -0.28, 0.76], [0.17, -0.05, 0.24], [0.06, -0.15, -0.36], [-0.42, -0.45, 0.11], [0.01, 0.10, -0.27], [-0.07, 0.39, 0.03], [0.12, 0.21, 1.09], [-0.04, 0.45, 0.05], [0.31, 0.17, 0.41], [0.20, -0.19, -0.34], [0.08, -0.17, -0.07], [0.16, 0.37, -0.25]]}